a | Formula: C51H132N4O17
Source: OMol25
Level of theory: the ωB97M-V functional and the def2-TZVPD basis

Bonds (Å) are listed after each position.
Cartesian coordinates (Å):
1 C 5.5445 -1.8010 21.3018  O2 1.404, H10 1.084, H11 1.103, H12 1.130
2 O 6.3128 -2.6327 20.4710  C1 1.404, C3 1.408
3 C 5.6603 -3.7525 19.9212  O2 1.408, C4 1.482, H13 1.108, H14 1.060
4 C 6.6355 -4.8155 19.5795  C3 1.482, N5 1.441, H15 1.102, H16 1.086
5 N 7.4729 -4.6147 18.4242  C4 1.441, C6 1.471, H17 1.022
6 C 8.4482 -3.5437 18.6789  N5 1.471, C7 1.478, H18 1.114, H19 1.053
7 C 9.6403 -3.6685 17.8134  C6 1.478, O8 1.472, H20 1.124, H21 1.081
8 O 10.2836 -4.9228 18.2374  C7 1.472, C9 1.401
9 C 11.3754 -5.3428 17.4662  O8 1.401, H22 1.086, H23 1.153, H24 1.061
10 H 4.7531 -2.2819 21.8645  C1 1.084
11 H 4.9737 -1.0707 20.7044  C1 1.103
12 H 6.3188 -1.2821 21.9400  C1 1.130
13 H 5.0116 -3.4574 19.0723  C3 1.108
14 H 4.9824 -4.0883 20.6634  C3 1.060
15 H 6.1111 -5.7827 19.5095  C4 1.102
16 H 7.2077 -4.9351 20.4947  C4 1.086
17 H 7.9476 -5.4946 18.2118  N5 1.022
18 H 8.8783 -3.6072 19.7049  C6 1.114
19 H 8.0269 -2.5815 18.6133  C6 1.053
20 H 10.3000 -2.8141 18.1272  C7 1.124
21 H 9.4050 -3.6786 16.7582  C7 1.081
22 H 11.0805 -5.7735 16.5133  C9 1.086
23 H 11.9897 -6.1585 18.0015  C9 1.153
24 H 11.9757 -4.4998 17.2301  C9 1.061
25 C 7.3743 -3.5123 23.8795  O26 1.403, H34 1.157, H35 1.136, H36 1.113
26 O 7.6877 -4.4476 24.8778  C25 1.403, C27 1.381
27 C 7.9108 -3.8471 26.1016  O26 1.381, C28 1.572, H37 1.155, H38 1.108
28 C 8.3784 -4.9545 27.1147  C27 1.572, N29 1.466, H39 1.083, H40 1.097
29 N 9.6902 -5.5267 26.7973  C28 1.466, C30 1.458, H41 1.022
30 C 10.7954 -4.5800 26.8871  N29 1.458, C31 1.513, H42 1.121, H43 1.072
31 C 12.0636 -5.1040 26.2489  C30 1.513, O32 1.419, H44 1.117, H45 1.066
32 O 11.9587 -5.2942 24.8465  C31 1.419, C33 1.408
33 C 11.7731 -4.0734 24.1690  O32 1.408, H46 1.132, H47 1.083, H48 1.136
34 H 8.1457 -2.7039 23.5791  C25 1.157
35 H 6.4535 -2.9186 24.1788  C25 1.136
36 H 7.2772 -4.1048 22.9420  C25 1.113
37 H 6.8608 -3.5343 26.4666  C27 1.155
38 H 8.6018 -2.9804 26.1077  C27 1.108
39 H 7.6775 -5.7702 26.9877  C28 1.083
40 H 8.3259 -4.5105 28.1162  C28 1.097
41 H 9.5764 -5.8894 25.8490  N29 1.022
42 H 10.9198 -4.4201 27.9898  C30 1.121
43 H 10.3908 -3.6793 26.4708  C30 1.072
44 H 12.2996 -6.0784 26.7421  C31 1.117
45 H 12.8620 -4.4421 26.4943  C31 1.066
46 H 11.6491 -4.3267 23.0725  C33 1.132
47 H 12.5854 -3.3785 24.3415  C33 1.083
48 H 10.8502 -3.5062 24.5118  C33 1.136
49 C 3.2722 -3.4842 27.0289  O50 1.440, H58 1.045, H59 1.108, H60 1.060
50 O 4.4232 -2.6190 27.0147  C49 1.440, C51 1.488
51 C 4.1453 -1.5114 26.0613  O50 1.488, C52 1.516, H61 1.091, H62 1.118
52 C 5.4225 -0.7094 25.9111  C51 1.516, N53 1.440, H63 1.079, H64 1.114
53 N 5.5601 0.2794 26.9485  C52 1.440, C54 1.436, H65 1.010
54 C 6.8844 0.8306 27.0261  N53 1.436, C55 1.500, H66 1.088, H67 1.130
55 C 7.0114 1.5228 28.3510  C54 1.500, O56 1.425, H68 1.059, H69 1.125
56 O 6.8768 0.5196 29.3539  C55 1.425, C57 1.439
57 C 6.8564 1.0790 30.6797  O56 1.439, H70 1.099, H71 1.079, H72 1.113
58 H 3.5125 -4.4842 27.2141  C49 1.045
59 H 2.7623 -3.5900 26.0511  C49 1.108
60 H 2.4717 -3.1242 27.6229  C49 1.060
61 H 3.3208 -0.8714 26.3801  C51 1.091
62 H 3.9071 -2.0089 25.0884  C51 1.118
63 H 5.5157 -0.3095 24.9128  C52 1.079
64 H 6.1362 -1.5593 26.0007  C52 1.114
65 H 5.3447 -0.0992 27.8602  N53 1.010
66 H 7.0420 1.5651 26.2395  C54 1.088
67 H 7.6521 0.0035 26.9767  C54 1.130
68 H 6.1997 2.1936 28.4611  C55 1.059
69 H 7.9599 2.1240 28.4168  C55 1.125
70 H 6.9691 0.2234 31.3598  C57 1.099
71 H 5.9343 1.5918 30.9049  C57 1.079
72 H 7.7471 1.7281 30.8374  C57 1.113
73 C 3.5994 -2.0167 34.6779  O74 1.393, H82 1.087, H83 1.078, H84 1.131
74 O 3.3956 -3.1928 33.9603  C73 1.393, C75 1.412
75 C 4.5394 -3.9912 33.7434  O74 1.412, C76 1.497, H85 1.085, H86 1.163
76 C 5.7884 -3.4539 33.1177  C75 1.497, N77 1.427, H87 1.032, H88 1.099
77 N 6.7358 -4.4984 32.8959  C76 1.427, C78 1.529, H89 1.006
78 C 6.4860 -5.2744 31.6023  N77 1.529, C79 1.505, H90 1.064, H91 1.099
79 C 6.5168 -4.3531 30.4123  C78 1.505, O80 1.390, H92 1.098, H93 1.091
80 O 7.7399 -3.6986 30.4938  C79 1.390, C81 1.404
81 C 7.8585 -2.4494 29.8646  O80 1.404, H94 1.071, H95 1.065, H96 1.036
82 H 2.6315 -1.5868 34.9209  C73 1.087
83 H 4.1425 -1.1958 34.2384  C73 1.078
84 H 4.2289 -2.2936 35.5763  C73 1.131
85 H 4.1632 -4.8244 33.1586  C75 1.085
86 H 4.9320 -4.4119 34.7541  C75 1.163
87 H 6.1379 -2.7754 33.8117  C76 1.032
88 H 5.5725 -2.8825 32.2039  C76 1.099
89 H 7.6384 -4.0706 32.7740  N77 1.006
90 H 5.5456 -5.7700 31.6515  C78 1.064
91 H 7.2982 -6.0118 31.5361  C78 1.099
92 H 5.6828 -3.6459 30.3114  C79 1.098
93 H 6.4493 -5.0176 29.5490  C79 1.091
94 H 8.7143 -1.9272 30.2408  C81 1.071
95 H 7.0455 -1.8299 30.1630  C81 1.065
96 H 7.8127 -2.4087 28.8309  C81 1.036
97 C 10.0235 -1.3828 21.6572  C98 1.473, H101 1.138, H102 1.111, H103 1.104
98 C 10.9553 -0.6157 22.5011  C97 1.473, C99 1.518, O100 1.429, H104 1.061
99 C 10.2899 -0.0375 23.7375  C98 1.518, H105 1.100, H106 1.098, H107 1.088
100 O 11.9718 -1.4743 23.0209  C98 1.429, H108 1.010
101 H 10.6171 -1.8209 20.7903  C97 1.138
102 H 9.2893 -0.6701 21.2246  C97 1.111
103 H 9.5761 -2.2005 22.2490  C97 1.104
104 H 11.2995 0.1872 21.8989  C98 1.061
105 H 9.5944 0.7181 23.3444  C99 1.100
106 H 11.0620 0.5059 24.2984  C99 1.098
107 H 9.8061 -0.8114 24.3304  C99 1.088
108 H 12.3481 -2.1163 22.3377  O100 1.010
109 C 15.9437 -5.4190 25.3223  C110 1.555, H113 1.054, H114 1.107, H115 1.081
110 C 16.2299 -5.6251 23.8077  C109 1.555, C111 1.494, O112 1.409, H116 1.114
111 C 15.0302 -5.2213 23.0141  C110 1.494, H117 1.073, H118 1.129, H119 1.115
112 O 17.4027 -5.0230 23.3103  C110 1.409, H120 0.964
113 H 16.8447 -5.5389 25.8551  C109 1.054
114 H 15.2198 -6.1498 25.7325  C109 1.107
115 H 15.4590 -4.4702 25.5025  C109 1.081
116 H 16.3461 -6.7152 23.6123  C110 1.114
117 H 15.1592 -5.5171 21.9908  C111 1.073
118 H 14.7696 -4.1239 23.0686  C111 1.129
119 H 14.1065 -5.7525 23.3413  C111 1.115
120 H 17.3308 -4.0788 23.1314  O112 0.964
121 C 15.3400 0.7753 25.9043  C122 1.495, H125 1.088, H126 1.059, H127 1.091
122 C 14.9370 -0.2362 24.8803  C121 1.495, C123 1.524, O124 1.388, H128 1.104
123 C 15.2047 -1.6917 25.2458  C122 1.524, H129 1.072, H130 1.141, H131 1.055
124 O 13.5873 -0.0412 24.6243  C122 1.388, H132 0.990
125 H 14.7564 0.5477 26.7939  C121 1.088
126 H 15.0960 1.7697 25.6354  C121 1.059
127 H 16.4032 0.7741 26.1484  C121 1.091
128 H 15.5002 -0.0419 23.9508  C122 1.104
129 H 16.2068 -1.9218 24.9423  C123 1.072
130 H 14.4842 -2.3735 24.6817  C123 1.141
131 H 15.0319 -1.9313 26.2583  C123 1.055
132 H 13.3094 -0.7090 23.9485  O124 0.990
133 C 11.1199 0.4129 28.2882  C134 1.500, H137 1.102, H138 1.086, H139 1.074
134 C 12.0015 -0.7929 28.1493  C133 1.500, C135 1.503, O136 1.439, H140 1.098
135 C 11.7201 -1.9197 29.1033  C134 1.503, H141 1.096, H142 1.130, H143 1.103
136 O 11.9571 -1.4045 26.8480  C134 1.439, H144 0.972
137 H 11.4249 0.9729 29.1869  C133 1.102
138 H 10.0591 0.1876 28.3484  C133 1.086
139 H 11.2207 1.1032 27.4711  C133 1.074
140 H 13.0208 -0.4198 28.3131  C134 1.098
141 H 10.7349 -2.3507 28.8904  C135 1.096
142 H 11.6988 -1.5385 30.1672  C135 1.130
143 H 12.4958 -2.7043 29.0968  C135 1.103
144 H 12.4118 -0.8956 26.1553  O136 0.972
145 C 6.8911 -9.2872 25.2600  C146 1.538, H149 1.089, H150 1.121, H151 1.088
146 C 5.7472 -8.4827 25.9008  C145 1.538, C147 1.484, O148 1.416, H152 1.085
147 C 5.5406 -7.2301 25.1328  C146 1.484, H153 1.146, H154 1.099, H155 1.091
148 O 4.5515 -9.2313 25.7787  C146 1.416, H156 0.971
149 H 7.7862 -8.6721 25.1787  C145 1.089
150 H 6.5422 -9.5250 24.2221  C145 1.121
151 H 7.1282 -10.1814 25.8331  C145 1.088
152 H 5.9594 -8.3370 26.9551  C146 1.085
153 H 4.6480 -6.6276 25.5240  C147 1.146
154 H 5.3617 -7.5780 24.1054  C147 1.099
155 H 6.4184 -6.5855 25.2026  C147 1.091
156 H 4.8378 -10.1151 26.0622  O148 0.971
157 C 10.4120 -9.8353 28.7585  C158 1.506, H161 1.042, H162 1.126, H163 1.099
158 C 9.6601 -8.5307 28.7437  C157 1.506, C159 1.492, O160 1.348, H164 1.104
159 C 9.0875 -8.2227 30.0860  C158 1.492, H165 1.112, H166 1.099, H167 1.091
160 O 10.5606 -7.6344 28.2945  C158 1.348, H168 1.023
161 H 10.6466 -10.0322 27.7623  C157 1.042
162 H 9.7129 -10.6471 29.1053  C157 1.126
163 H 11.3800 -9.7885 29.2763  C157 1.099
164 H 8.8214 -8.6454 28.0350  C158 1.104
165 H 9.8637 -7.7610 30.7353  C159 1.112
166 H 8.6330 -9.1072 30.5549  C159 1.099
167 H 8.3634 -7.4396 29.8579  C159 1.091
168 H 10.1591 -6.8518 27.7729  O160 1.023
169 C 15.2133 -5.8862 28.9126  C170 1.538, H173 1.119, H174 1.102, H175 1.094
170 C 13.9422 -6.6640 29.2922  C169 1.538, C171 1.513, O172 1.451, H176 1.110
171 C 12.8010 -5.9160 29.9456  C170 1.513, H177 1.081, H178 1.076, H179 1.081
172 O 13.5016 -7.1442 27.9954  C170 1.451, H180 0.977
173 H 15.8425 -6.6036 28.3276  C169 1.119
174 H 15.7176 -5.4811 29.8048  C169 1.102
175 H 14.8400 -5.1536 28.1906  C169 1.094
176 H 14.2262 -7.5616 29.8803  C170 1.110
177 H 11.9423 -6.5683 30.0204  C171 1.081
178 H 12.5150 -5.1264 29.2724  C171 1.076
179 H 13.0378 -5.4699 30.9017  C171 1.081
180 H 12.5697 -7.4306 27.9394  O172 0.977
181 C 2.9789 -8.3121 22.0070  C182 1.456, H185 1.075, H186 1.103, H187 1.073
182 C 3.9379 -7.5983 21.1751  C181 1.456, C183 1.558, O184 1.402, H188 1.115
183 C 3.3471 -7.2097 19.7870  C182 1.558, H189 1.126, H190 1.090, H191 1.078
184 O 4.4285 -6.3943 21.7009  C182 1.402, H192 0.943
185 H 2.5393 -9.0787 21.3943  C181 1.075
186 H 2.1346 -7.6349 22.2216  C181 1.103
187 H 3.4569 -8.7917 22.8396  C181 1.073
188 H 4.7149 -8.3672 20.9535  C182 1.115
189 H 4.1188 -6.6746 19.1656  C183 1.126
190 H 2.4741 -6.5836 19.9700  C183 1.090
191 H 3.1033 -8.1259 19.2729  C183 1.078
192 H 4.8637 -6.5022 22.5306  O184 0.943
193 C 9.7149 -6.9559 22.4335  C194 1.488, H197 1.069, H198 1.099, H199 1.074
194 C 10.7024 -7.9869 22.8538  C193 1.488, C195 1.574, O196 1.391, H200 1.084
195 C 11.0275 -8.8593 21.5847  C194 1.574, H201 1.077, H202 1.097, H203 1.074
196 O 11.9492 -7.4570 23.1682  C194 1.391, H204 0.973
197 H 8.7267 -7.3346 22.2798  C193 1.069
198 H 10.0335 -6.4089 21.5352  C193 1.099
199 H 9.6250 -6.1605 23.1501  C193 1.074
200 H 10.2149 -8.5915 23.6104  C194 1.084
201 H 11.7660 -9.5680 21.9211  C195 1.077
202 H 11.4501 -8.0846 20.9328  C195 1.097
203 H 10.1407 -9.2705 21.1389  C195 1.074
204 H 11.8541 -6.8846 23.9491  O196 0.973

Computed properties:
Charge   0
E_LUMO   0.347 eV

b | Formula: C51H132N4O17
Source: OMol25
Level of theory: the ωB97M-V functional and the def2-TZVPD basis

Bonds (Å) are listed after each position.
Cartesian coordinates (Å):
1 C 6.1366 -0.6760 1.9528  O2 1.392, H10 1.093, H11 1.092, H12 1.076
2 O 4.7551 -0.7151 1.7900  C1 1.392, C3 1.403
3 C 4.2903 -1.5013 0.7253  O2 1.403, C4 1.475, H13 1.089, H14 1.102
4 C 4.4965 -0.8880 -0.6007  C3 1.475, N5 1.478, H15 1.095, H16 1.098
5 N 3.7059 0.3524 -0.7451  C4 1.478, C6 1.462, H17 1.025
6 C 3.7099 0.6727 -2.1716  N5 1.462, C7 1.465, H18 1.103, H19 1.089
7 C 3.1356 1.9827 -2.4864  C6 1.465, O8 1.454, H20 1.095, H21 1.076
8 O 1.7034 1.9833 -2.2353  C7 1.454, C9 1.395
9 C 1.1825 3.2248 -2.6005  O8 1.395, H22 1.101, H23 1.087, H24 1.092
10 H 6.6598 0.0596 1.3370  C1 1.093
11 H 6.5904 -1.6665 1.8774  C1 1.092
12 H 6.4171 -0.4253 2.9613  C1 1.076
13 H 3.2361 -1.6801 0.9301  C3 1.089
14 H 4.6864 -2.5281 0.7794  C3 1.102
15 H 4.2524 -1.5817 -1.4125  C4 1.095
16 H 5.5426 -0.6876 -0.8683  C4 1.098
17 H 2.7379 0.1864 -0.4525  N5 1.025
18 H 3.1646 -0.1229 -2.7059  C6 1.103
19 H 4.7563 0.7136 -2.4719  C6 1.089
20 H 3.2880 2.1429 -3.5591  C7 1.095
21 H 3.5319 2.7654 -1.8628  C7 1.076
22 H 1.6994 4.0200 -2.0412  C9 1.101
23 H 0.1258 3.3348 -2.3703  C9 1.087
24 H 1.2401 3.4171 -3.6739  C9 1.092
25 C 6.2083 1.5422 8.9033  O26 1.390, H34 1.087, H35 1.101, H36 1.096
26 O 5.7045 1.5237 7.6084  C25 1.390, C27 1.393
27 C 4.3510 1.1957 7.6118  O26 1.393, C28 1.469, H37 1.098, H38 1.096
28 C 3.8917 1.1974 6.2160  C27 1.469, N29 1.463, H39 1.100, H40 1.088
29 N 2.4735 0.8504 6.1244  C28 1.463, C30 1.443, H41 1.015
30 C 2.0744 0.6754 4.7488  N29 1.443, C31 1.525, H42 1.096, H43 1.105
31 C 2.4676 -0.6435 4.0914  C30 1.525, O32 1.447, H44 1.099, H45 1.101
32 O 1.6412 -1.6865 4.6609  C31 1.447, C33 1.396
33 C 1.8311 -2.9088 4.0139  O32 1.396, H46 1.100, H47 1.094, H48 1.086
34 H 7.2502 1.8469 8.8406  C25 1.087
35 H 6.1341 0.5784 9.4296  C25 1.101
36 H 5.6825 2.2849 9.5134  C25 1.096
37 H 3.7482 1.9008 8.1993  C27 1.098
38 H 4.2308 0.2263 8.1093  C27 1.096
39 H 4.5414 0.5296 5.6312  C28 1.100
40 H 4.0152 2.1811 5.7676  C28 1.088
41 H 2.3837 -0.0466 6.5905  N29 1.015
42 H 2.4648 1.5286 4.1815  C30 1.096
43 H 0.9844 0.8530 4.6993  C30 1.105
44 H 3.5414 -0.8568 4.1931  C31 1.099
45 H 2.2923 -0.4801 3.0170  C31 1.101
46 H 2.8471 -3.3299 4.0243  C33 1.100
47 H 1.5315 -2.7788 2.9695  C33 1.094
48 H 1.2220 -3.6684 4.4946  C33 1.086
49 C 3.2474 -4.9451 -0.0079  O50 1.374, H58 1.107, H59 1.081, H60 1.113
50 O 2.7526 -3.8364 -0.6517  C49 1.374, C51 1.483
51 C 2.4562 -4.1425 -2.0726  O50 1.483, C52 1.534, H61 1.108, H62 1.098
52 C 0.9451 -4.1590 -2.3381  C51 1.534, N53 1.457, H63 1.099, H64 1.095
53 N 0.2394 -5.2507 -1.6791  C52 1.457, C54 1.439, H65 1.019
54 C -1.1795 -5.0682 -1.5256  N53 1.439, C55 1.460, H66 1.099, H67 1.086
55 C -1.9550 -5.1425 -2.7605  C54 1.460, O56 1.422, H68 1.094, H69 1.095
56 O -1.7004 -3.9556 -3.5014  C55 1.422, C57 1.385
57 C -2.6614 -3.7612 -4.4799  O56 1.385, H70 1.095, H71 1.088, H72 1.093
58 H 2.4968 -5.7536 0.0794  C49 1.107
59 H 3.5122 -4.6909 1.0090  C49 1.081
60 H 4.1719 -5.3539 -0.4733  C49 1.113
61 H 2.8811 -5.1222 -2.3673  C51 1.108
62 H 2.9937 -3.3850 -2.6580  C51 1.098
63 H 0.8854 -4.2372 -3.4329  C52 1.099
64 H 0.6352 -3.1301 -2.1277  C52 1.095
65 H 0.6971 -5.3984 -0.7810  N53 1.019
66 H -1.4312 -4.0874 -1.0991  C54 1.099
67 H -1.4465 -5.8114 -0.7807  C54 1.086
68 H -3.0356 -5.2627 -2.6394  C55 1.094
69 H -1.6775 -6.0098 -3.3688  C55 1.095
70 H -2.6090 -4.5878 -5.1963  C57 1.095
71 H -2.4383 -2.8286 -4.9948  C57 1.088
72 H -3.6720 -3.7045 -4.0681  C57 1.093
73 C -0.2834 -5.8344 2.3641  O74 1.404, H82 1.089, H83 1.087, H84 1.091
74 O -1.3516 -5.0769 2.8699  C73 1.404, C75 1.447
75 C -2.6126 -5.7849 2.8102  O74 1.447, C76 1.483, H85 1.096, H86 1.090
76 C -3.6055 -4.9691 3.5500  C75 1.483, N77 1.443, H87 1.096, H88 1.102
77 N -3.7415 -3.6666 2.9432  C76 1.443, C78 1.442, H89 1.013
78 C -4.2418 -2.6961 3.8845  N77 1.442, C79 1.521, H90 1.094, H91 1.095
79 C -4.2300 -1.3072 3.2648  C78 1.521, O80 1.423, H92 1.100, H93 1.082
80 O -2.9585 -0.9729 2.7203  C79 1.423, C81 1.417
81 C -1.9837 -0.7083 3.7139  O80 1.417, H94 1.106, H95 1.067, H96 1.093
82 H -0.1793 -6.7236 2.9845  C73 1.089
83 H 0.6457 -5.2820 2.4764  C73 1.087
84 H -0.4863 -6.0788 1.3207  C73 1.091
85 H -2.5027 -6.7860 3.2435  C75 1.096
86 H -2.8645 -5.8960 1.7555  C75 1.090
87 H -3.2973 -4.9178 4.6004  C76 1.096
88 H -4.5781 -5.4867 3.5898  C76 1.102
89 H -2.7927 -3.4161 2.6920  N77 1.013
90 H -3.6524 -2.6861 4.8058  C78 1.094
91 H -5.2666 -2.8906 4.2179  C78 1.095
92 H -4.4886 -0.5686 4.0382  C79 1.100
93 H -5.0161 -1.2618 2.5224  C79 1.082
94 H -2.2818 0.0759 4.4344  C81 1.106
95 H -1.0960 -0.3837 3.2198  C81 1.067
96 H -1.7801 -1.5846 4.3349  C81 1.093
97 C -0.1827 -1.3214 -6.7200  C98 1.523, H101 1.085, H102 1.100, H103 1.084
98 C 1.2143 -0.7678 -6.4716  C97 1.523, C99 1.517, O100 1.460, H104 1.085
99 C 1.7211 -1.3647 -5.1724  C98 1.517, H105 1.085, H106 1.102, H107 1.073
100 O 2.1641 -1.1131 -7.5256  C98 1.460, H108 0.965
101 H -0.8534 -1.0121 -5.9249  C97 1.085
102 H -0.1097 -2.4135 -6.8297  C97 1.100
103 H -0.6344 -1.0407 -7.6644  C97 1.084
104 H 1.2124 0.3174 -6.4516  C98 1.085
105 H 1.7121 -2.4322 -5.3658  C99 1.085
106 H 1.0248 -1.1069 -4.3583  C99 1.102
107 H 2.7163 -0.9986 -5.0054  C99 1.073
108 H 1.8596 -0.7400 -8.3613  O100 0.965
109 C -0.4576 6.3163 -4.0553  C110 1.523, H113 1.089, H114 1.092, H115 1.095
110 C -0.6182 7.1858 -2.8157  C109 1.523, C111 1.484, O112 1.423, H116 1.087
111 C -0.1468 6.4322 -1.6279  C110 1.484, H117 1.087, H118 1.086, H119 1.095
112 O 0.2053 8.3385 -2.9460  C110 1.423, H120 0.958
113 H -0.8306 6.7933 -4.9604  C109 1.089
114 H -1.0907 5.4357 -3.9257  C109 1.092
115 H 0.5579 5.9103 -4.1181  C109 1.095
116 H -1.6609 7.4875 -2.7585  C110 1.087
117 H -0.7981 5.6044 -1.3582  C111 1.087
118 H -0.0467 7.1080 -0.7837  C111 1.086
119 H 0.8575 6.0438 -1.8296  C111 1.095
120 H 0.0212 8.7942 -3.7685  O112 0.958
121 C -0.1853 -1.7916 0.5749  C122 1.502, H125 1.103, H126 1.089, H127 1.103
122 C -0.4665 -0.8079 -0.5253  C121 1.502, C123 1.518, O124 1.477, H128 1.088
123 C -1.1667 0.4574 -0.0627  C122 1.518, H129 1.099, H130 1.104, H131 1.091
124 O 0.8425 -0.3998 -1.0733  C122 1.477, H132 0.988
125 H 0.4511 -2.6072 0.1915  C121 1.103
126 H -1.0939 -2.2126 1.0036  C121 1.089
127 H 0.3759 -1.2962 1.3850  C121 1.103
128 H -1.0348 -1.3112 -1.3043  C122 1.088
129 H -2.0856 0.2083 0.4873  C123 1.099
130 H -1.4951 0.9942 -0.9702  C123 1.104
131 H -0.4719 1.0350 0.5482  C123 1.091
132 H 0.7257 0.4391 -1.5813  O124 0.988
133 C -4.9800 0.9671 -1.7340  C134 1.507, H137 1.100, H138 1.088, H139 1.093
134 C -5.4168 0.5287 -3.1076  C133 1.507, C135 1.498, O136 1.436, H140 1.083
135 C -5.1871 -0.9217 -3.4032  C134 1.498, H141 1.082, H142 1.100, H143 1.096
136 O -6.8332 0.7105 -3.2600  C134 1.436, H144 0.967
137 H -5.3740 0.3417 -0.9191  C133 1.100
138 H -5.3674 1.9593 -1.5111  C133 1.088
139 H -3.8966 0.9351 -1.5961  C133 1.093
140 H -4.7446 1.0859 -3.7491  C134 1.083
141 H -4.1547 -1.2370 -3.3351  C135 1.082
142 H -5.4747 -1.1647 -4.4363  C135 1.100
143 H -5.7934 -1.5721 -2.7629  C135 1.096
144 H -6.9484 1.6619 -3.1273  O136 0.967
145 C -6.2696 -2.5778 0.0352  C146 1.524, H149 1.092, H150 1.096, H151 1.096
146 C -4.9838 -3.2708 -0.4005  C145 1.524, C147 1.491, O148 1.395, H152 1.091
147 C -3.7750 -2.3990 -0.3531  C146 1.491, H153 1.095, H154 1.086, H155 1.094
148 O -4.7585 -4.4931 0.2323  C146 1.395, H156 0.960
149 H -7.1446 -3.2057 -0.1473  C145 1.092
150 H -6.4535 -1.6514 -0.5203  C145 1.096
151 H -6.2240 -2.4162 1.1184  C145 1.096
152 H -5.1665 -3.5127 -1.4484  C146 1.091
153 H -3.4776 -1.9730 0.6103  C147 1.095
154 H -3.8443 -1.4931 -0.9478  C147 1.086
155 H -2.9135 -2.9741 -0.7065  C147 1.094
156 H -4.5214 -4.3159 1.1454  O148 0.960
157 C -3.6388 2.4877 2.1178  C158 1.485, H161 1.082, H162 1.087, H163 1.104
158 C -3.5154 3.7728 1.3850  C157 1.485, C159 1.502, O160 1.437, H164 1.087
159 C -2.7356 3.6738 0.1054  C158 1.502, H165 1.092, H166 1.098, H167 1.094
160 O -4.7324 4.5187 1.2196  C158 1.437, H168 0.967
161 H -4.2022 2.5862 3.0360  C157 1.082
162 H -2.6789 2.0745 2.4169  C157 1.087
163 H -4.1227 1.7575 1.4462  C157 1.104
164 H -2.9187 4.4419 1.9989  C158 1.087
165 H -2.7494 4.6273 -0.4274  C159 1.092
166 H -3.2546 2.9460 -0.5329  C159 1.098
167 H -1.6813 3.4633 0.3073  C159 1.094
168 H -5.3419 4.1473 0.5678  O160 0.967
169 C 4.6720 2.6824 2.1418  C170 1.536, H173 1.087, H174 1.090, H175 1.099
170 C 5.0927 3.2046 0.7601  C169 1.536, C171 1.488, O172 1.445, H176 1.097
171 C 6.0445 4.3417 0.8847  C170 1.488, H177 1.084, H178 1.095, H179 1.089
172 O 5.7553 2.1720 -0.0026  C170 1.445, H180 0.961
173 H 4.0521 1.7916 2.0876  C169 1.087
174 H 4.1555 3.4670 2.6946  C169 1.090
175 H 5.5597 2.3954 2.7234  C169 1.099
176 H 4.2378 3.5395 0.1588  C170 1.097
177 H 6.3655 4.7320 -0.0745  C171 1.084
178 H 6.9521 4.0111 1.4004  C171 1.095
179 H 5.5993 5.1041 1.5218  C171 1.089
180 H 5.0628 1.5720 -0.2937  O172 0.961
181 C -0.0378 2.9600 2.9416  C182 1.531, H185 1.104, H186 1.094, H187 1.094
182 C 0.9999 4.0634 3.1649  C181 1.531, C183 1.523, O184 1.433, H188 1.098
183 C 1.4602 4.4570 1.7670  C182 1.523, H189 1.098, H190 1.082, H191 1.107
184 O 0.5129 5.3048 3.6896  C182 1.433, H192 0.970
185 H 0.3297 2.1329 2.3091  C181 1.104
186 H -0.9414 3.3001 2.4278  C181 1.094
187 H -0.2910 2.3964 3.8441  C181 1.094
188 H 1.8090 3.6246 3.7628  C182 1.098
189 H 1.8144 3.5749 1.2183  C183 1.098
190 H 2.2205 5.2266 1.7965  C183 1.082
191 H 0.6290 4.8874 1.1764  C183 1.107
192 H 0.1718 5.2799 4.5973  O184 0.970
193 C -1.7559 1.4018 -4.0830  C194 1.517, H197 1.091, H198 1.093, H199 1.086
194 C -1.9499 2.3513 -5.2507  C193 1.517, C195 1.494, O196 1.495, H200 1.076
195 C -1.4865 1.8764 -6.5893  C194 1.494, H201 1.105, H202 1.099, H203 1.091
196 O -3.4135 2.6541 -5.2078  C194 1.495, H204 0.957
197 H -0.7053 1.1860 -3.8855  C193 1.091
198 H -2.3018 0.4646 -4.2189  C193 1.093
199 H -2.0972 1.8871 -3.1734  C193 1.086
200 H -1.5603 3.3254 -5.0103  C194 1.076
201 H -1.7925 2.6057 -7.3606  C195 1.105
202 H -2.0021 0.9369 -6.8343  C195 1.099
203 H -0.4024 1.7534 -6.6075  C195 1.091
204 H -3.7362 3.2927 -5.8440  O196 0.957

Computed properties:
Charge   0
E_LUMO   0.367 eV

Ranking the structures above by energy, b is first and the second is 0.0955 hartree behind.